A 2-piece molecular cluster, C5H12N3 overall, computed with ωB97M-V/def2-TZVPD.

```
20
Properties=species:S:1:pos:R:3:forces:R:3:mulliken_charge:R:1
C -1.41427 -1.18109 -1.19320 0.6 1.4 -2.1 -0.314
C -0.30155 -0.72997 0.71211 -1.5 3.4 -1.3 -0.385
C 3.26964 -0.98897 0.05401 -1.6 1.2 -2.5 -0.494
C -1.46765 1.61647 0.88888 -0.8 3.8 -0.8 -0.893
C 2.28568 -0.07370 0.11721 0.6 1.7 1.1 -0.435
N -0.75982 -1.51960 -0.02701 -0.1 -6.0 -1.0 -0.251
N -1.54059 0.29291 -1.04230 -2.5 0.4 -2.4 -0.692
N -0.77829 0.71507 0.01361 4.7 1.7 -0.2 0.284
H -2.43624 -1.46625 -1.17042 -0.6 -1.4 -0.4 0.347
H 0.33771 -0.74730 1.50231 1.1 0.1 2.3 0.768
H -0.86190 -1.49607 -2.19961 -1.0 0.5 2.4 0.273
H 3.52528 -1.51330 0.92208 0.5 -0.8 1.0 0.277
H 3.70102 -1.27896 -0.93656 -0.2 0.4 1.2 0.239
H -2.11394 1.02517 1.42464 -1.9 -1.1 1.4 0.455
H -0.88393 2.22568 1.58961 0.6 -0.7 -0.3 0.338
H -2.05443 2.42589 0.29604 0.9 -1.6 0.8 0.330
H 1.99206 0.72355 -0.61662 0.7 -1.4 -0.2 0.144
H 1.87001 0.27060 1.10831 0.9 -0.7 -0.8 0.293
H -2.60775 0.53770 -1.11874 3.1 0.2 1.2 0.353
H 0.23897 1.16217 -0.32437 -3.4 -1.2 0.7 0.363
```
Forces are in eV/Å.

Results
* E_HOMO: -14.0 eV
* DFT total energy: -9838.198 eV
* total charge: +1
* strongest force on any atom: 6.1 eV/A
* relative energy (zero: lowest compared OMol25 entry of this formula, charge and spin): 6.0137 eV
* lowest unoccupied orbital energy: -3.3 eV